--- one ---
The following is a DFT calculation (ωB97M-V with the def2-TZVPD basis set) of one molecule with the formula C3H6ClN.

E_HOMO, eV: -9.305
SMILES: [H]/N=C/[C@@H](C)Cl
LUMO level, eV: 1.0961

CARTESIAN COORDINATES (ANGSTROEM)
N (-1.358, 1.193, 0.227)
H (0.817, -1.362, 1.470)
H (1.304, -0.016, -1.189)
C (-0.951, 0.526, -0.682)
C (0.929, -0.323, 1.015)
Cl (0.209, -2.000, -1.045)
H (0.322, 0.547, 1.231)
H (1.932, -0.114, 0.839)
H (-1.469, 0.275, -1.660)
C (0.490, -0.429, -0.526)
H (-2.225, 1.703, 0.320)

natural (NBO) population analysis, charges in e, atoms 1 to 4: atom 1 (N): -0.658, atom 2 (H): 0.225, atom 3 (H): 0.209, atom 4 (C): 0.186

--- two ---
The following is a DFT calculation (ωB97M-V with the def2-TZVPD basis set) of a 2-piece molecular cluster, C3H6ClN overall.

E_HOMO, eV: -9.923
SMILES: C[C@H]1C=N1.Cl
LUMO level, eV: 1.1459

CARTESIAN COORDINATES (ANGSTROEM)
C (0.466, -0.021, 1.806)
N (-0.154, 0.350, -0.789)
H (-1.352, -0.889, 0.561)
H (1.453, -1.219, -4.543)
C (-0.607, -0.023, 0.652)
Cl (0.471, -1.224, -3.707)
H (1.018, 0.947, 1.853)
H (-1.338, 2.052, -0.094)
H (1.154, -0.933, 1.722)
C (-0.898, 1.123, -0.119)
H (-0.212, -0.162, 2.657)

natural (NBO) population analysis, charges in e, atoms 1 to 4: atom 1 (C): -0.640, atom 2 (N): -0.290, atom 3 (H): 0.184, atom 4 (H): 0.262

The least stable of the structures above is two, whereas one is the most stable.